# 1
C26H31F4N5O2STi as an isolated structure. Source: OMol25; level of theory: the ωB97M-V functional and the def2-TZVPD basis.

Geometry as XYZ:
```
70
Properties=species:S:1:pos:R:3:mulliken_charge:R:1
Ti 0.23 -0.51 0.30 -0.2271
C 2.19 1.53 1.77 -0.7873
N 2.27 0.10 1.41 0.2778
C 3.55 -0.07 0.70 -0.8837
C 2.26 -0.73 2.63 -1.0268
C 0.88 -0.72 3.25 -0.8735
N -0.07 -1.02 2.19 0.8979
C -1.38 -1.33 2.56 -0.1507
C -2.05 -2.38 1.93 -0.1681
F -1.39 -3.15 1.05 -0.3997
C -3.38 -2.67 2.20 0.3719
F -3.95 -3.69 1.55 -0.3241
C -4.10 -1.94 3.12 -0.6382
C -3.45 -0.91 3.77 0.4847
F -4.10 -0.16 4.66 -0.3223
C -2.13 -0.60 3.50 0.5240
F -1.59 0.45 4.12 -0.4196
H 3.05 1.83 2.38 0.3754
H 1.28 1.72 2.34 0.0976
H 2.16 2.13 0.86 -0.0073
H 4.38 0.28 1.32 0.3616
H 3.54 0.51 -0.22 0.2204
H 3.72 -1.11 0.46 0.3143
H 3.03 -0.38 3.34 0.3796
H 2.52 -1.75 2.34 0.3200
H 0.68 0.24 3.74 0.4495
H 0.83 -1.48 4.04 0.4668
H -5.14 -2.18 3.33 0.5272
O -3.23 -0.39 -1.99 -0.7213
C -2.35 -0.22 -1.16 -0.6283
N -1.26 -0.99 -0.99 1.1894
C -1.17 -2.13 -1.87 -1.2958
C 0.08 -2.90 -1.58 0.4690
C 0.33 -4.12 -2.21 -1.2781
C 1.45 -4.85 -1.87 -0.3970
C 2.30 -4.36 -0.88 -1.2762
C 1.99 -3.14 -0.31 -0.4212
N 0.93 -2.40 -0.67 1.2634
C -2.43 0.91 -0.17 0.7959
C -3.59 1.66 -0.06 -0.8536
C -3.65 2.66 0.90 -0.5526
C -2.54 2.88 1.70 -0.9627
C -1.41 2.11 1.51 -0.1981
N -1.34 1.14 0.59 1.0562
H -1.19 -1.82 -2.92 0.6190
H -2.03 -2.79 -1.75 0.5544
H -0.37 -4.48 -2.95 0.5586
H 1.66 -5.80 -2.34 0.4514
H 3.17 -4.90 -0.55 0.4899
H 2.61 -2.74 0.48 0.2434
H -4.41 1.42 -0.72 0.5898
H -4.54 3.25 1.03 0.4561
H -2.54 3.64 2.48 0.5110
H -0.53 2.26 2.12 0.2581
C 2.71 2.92 -4.06 -1.2713
C 2.05 2.56 -2.74 -0.2205
S 1.97 0.79 -2.46 0.1048
O 1.10 0.69 -1.21 -0.4524
C 0.92 0.26 -3.81 -0.3015
C -0.41 0.97 -3.92 -1.2049
H 2.89 3.99 -4.10 0.4160
H 2.07 2.66 -4.91 0.2847
H 3.67 2.42 -4.18 0.3403
H 1.04 2.95 -2.64 0.3382
H 2.63 2.93 -1.89 0.4046
H 0.82 -0.81 -3.63 0.1899
H 1.54 0.36 -4.71 0.6423
H -0.92 0.98 -2.95 0.1451
H -1.05 0.43 -4.62 0.4298
H -0.31 1.99 -4.28 0.3937
```

Values from the calculation:
charge = +1
multiplicity = 2
energy above the lowest of the compared OMol25 structures with the same formula, charge and spin = 34.1 kJ/mol
calculated total energy = -83828.98779 eV
HOMO (spin up / spin down) = -0.3889 / -0.3961 Eh

---

# 2
A 2-piece molecular cluster, H2N2O3S overall at a distorted geometry. Source: OMol25; level of theory: the ωB97M-V functional and the def2-TZVPD basis.

Geometry as XYZ:
```
8
Properties=species:S:1:pos:R:3:mulliken_charge:R:1
O -2.36 2.72 -1.02 -0.5542
N -1.89 1.68 -0.87 1.0663
O -2.43 0.61 -1.04 -0.5683
O -0.57 1.54 -0.64 -0.3642
H -0.45 0.63 -0.73 0.5110
N 0.38 -1.06 -0.56 -0.4420
S -0.46 -2.29 -0.05 0.0974
H 1.43 -1.05 -0.47 0.2541
```

Values from the calculation:
energy above the lowest of the compared OMol25 structures with the same formula, charge and spin = 343.1 kJ/mol
calculated total energy = -19984.33383 eV
HOMO (spin up / spin down) = -0.3478 / -0.3476 Eh

---

# 3
A 2-piece molecular cluster, C4H11NO2 overall at a distorted geometry. Source: OMol25; level of theory: the ωB97M-V functional and the def2-TZVPD basis.

Geometry as XYZ:
```
18
Properties=species:S:1:pos:R:3:mulliken_charge:R:1
C 1.39 1.92 -2.16 -1.2559
C 0.63 1.09 -1.15 -0.3281
N 1.60 0.33 -0.27 -0.4604
C 0.86 -0.39 0.79 -0.3836
C -0.11 -1.38 0.14 -0.0417
O -1.00 -1.92 0.75 -0.5569
H 1.67 2.91 -1.80 0.3580
H 0.60 2.12 -2.90 0.3530
H 2.23 1.47 -2.67 0.3297
H 0.05 0.33 -1.67 0.3079
H -0.04 1.67 -0.54 0.3109
H 2.17 1.10 0.04 0.2610
H 1.62 -0.96 1.34 0.3364
H 0.39 0.26 1.54 0.3155
H 0.06 -1.60 -0.93 0.4232
O -2.93 -0.14 1.81 -0.6427
H -2.42 -0.93 1.50 0.3732
H -3.01 -0.31 2.75 0.3007
```

Values from the calculation:
energy above the lowest of the compared OMol25 structures with the same formula, charge and spin = 165.3 kJ/mol
calculated total energy = -9910.52818 eV
HOMO = -0.3507 Eh

---

# 4
CH3NSi in the gas phase at a distorted geometry. Source: OMol25; level of theory: the ωB97M-V functional and the def2-TZVPD basis.

Geometry as XYZ:
```
6
Properties=species:S:1:pos:R:3:mulliken_charge:R:1
C 0.65 -1.13 0.70 -0.3557
N 0.16 1.04 -0.52 -0.3853
Si -0.59 -0.40 -0.35 0.2930
H -1.77 -0.30 -1.35 -0.0617
H 0.57 -0.92 1.75 0.2427
H 0.97 1.71 -0.22 0.2671
```

Values from the calculation:
energy above the lowest of the compared OMol25 structures with the same formula, charge and spin = 493.5 kJ/mol
calculated total energy = -10447.22369 eV
HOMO (spin up / spin down) = -0.3236 / -0.3236 Eh

---

# 5
C9H50NNaO17 as an isolated structure at a distorted geometry. Source: OMol25; level of theory: the ωB97M-V functional and the def2-TZVPD basis.

Geometry as XYZ:
```
78
Properties=species:S:1:pos:R:3:mulliken_charge:R:1
Na -0.45 0.00 0.58 0.3416
C 0.79 2.48 -1.50 -1.5110
C 1.83 1.42 -1.87 1.5136
C 3.18 1.81 -1.21 -1.1423
C 4.21 0.74 -1.15 -0.8443
C 3.64 -0.44 -0.52 -1.3226
C 2.42 -1.06 -1.14 1.6225
N 1.38 0.05 -1.33 0.7536
O 0.12 -0.41 -1.87 -0.1480
C 1.82 -2.05 -0.06 -1.6626
C 2.88 -1.85 -2.41 -1.5299
C 2.06 1.57 -3.36 -1.6271
H -0.04 2.44 -2.20 0.3007
H 1.23 3.46 -1.69 0.5074
H 0.38 2.45 -0.49 0.0541
H 3.10 2.25 -0.22 0.2797
H 3.62 2.55 -1.88 0.3673
H 5.06 1.12 -0.58 0.4031
H 4.59 0.47 -2.14 0.3670
H 3.60 -0.17 0.53 0.2412
H 4.39 -1.22 -0.60 0.5212
H 1.26 -2.85 -0.55 0.2653
H 1.34 -1.59 0.80 0.1783
H 2.60 -2.70 0.35 0.4922
H 3.85 -2.34 -2.32 0.3260
H 3.00 -1.10 -3.19 0.3578
H 2.09 -2.53 -2.74 0.2644
H 2.92 0.95 -3.60 0.3757
H 2.19 2.59 -3.69 0.4594
H 1.26 1.16 -3.98 -0.0224
O 1.36 1.03 2.44 -0.3472
H 1.57 0.31 3.03 0.2685
H 1.94 1.74 2.72 0.2277
O -0.46 4.40 1.62 -0.6672
H -0.20 4.60 0.72 0.2925
H -1.41 4.35 1.59 0.2615
O -3.43 -0.19 -2.23 -0.6285
H -3.23 0.16 -3.10 0.2664
H -3.77 0.57 -1.75 0.3218
O -4.12 2.25 -1.45 -0.5773
H -5.03 2.14 -1.18 0.2676
H -4.11 3.08 -1.92 0.2276
O -1.11 -3.13 -2.44 -0.6838
H -0.45 -2.49 -2.16 0.2518
H -0.75 -3.50 -3.25 0.2132
O -4.98 -1.41 1.19 -0.5979
H -5.46 -0.61 0.97 0.2615
H -4.93 -1.40 2.15 0.2967
O -2.87 1.40 4.32 -0.5799
H -2.23 2.11 4.29 0.2952
H -3.72 1.83 4.29 0.2859
O -1.64 0.68 -4.31 -0.7388
H -1.31 0.27 -3.51 0.2877
H -0.91 0.62 -4.93 0.2902
O -0.01 -4.34 3.43 -0.6386
H -0.81 -3.97 3.06 0.4266
H 0.09 -3.91 4.28 0.2308
O 1.95 -1.15 4.28 -0.5192
H 2.79 -1.22 4.73 0.2228
H 1.39 -1.80 4.71 0.2451
O -2.19 1.73 0.45 -0.2191
H -2.62 1.81 -0.41 0.3070
H -2.63 2.38 0.99 0.1040
O -1.94 -2.97 2.26 -0.7558
H -1.61 -2.13 2.58 0.5063
H -2.06 -2.85 1.32 0.5247
O -0.96 -0.61 2.96 -0.4669
H -1.67 -0.32 3.53 0.2052
H -0.21 -0.08 3.22 0.1201
O -2.50 -4.66 -0.21 -0.6700
H -2.37 -3.95 -0.84 0.3148
H -1.62 -4.97 -0.01 0.3048
O -2.38 -1.89 -0.19 -0.3401
H -2.39 -1.48 -1.05 0.1340
H -3.31 -1.93 0.06 0.2227
O 2.34 3.99 2.46 -0.6090
H 1.52 4.06 1.97 0.3862
H 2.12 4.29 3.34 0.2864
```

Values from the calculation:
calculated total energy = -50858.59507 eV
HOMO = -0.2114 Eh

---

# 6
C7H8N4O in the gas phase at a distorted geometry. Source: OMol25; level of theory: the ωB97M-V functional and the def2-TZVPD basis.

Geometry as XYZ:
```
20
Properties=species:S:1:pos:R:3:mulliken_charge:R:1
C 3.24 -1.30 0.12 -0.8420
C 2.08 -0.40 -0.23 0.4639
N 2.16 0.90 -0.44 -0.5841
C 0.91 1.60 -0.23 -0.4214
C -0.26 0.94 0.09 0.2807
C -0.16 -0.49 0.04 0.4576
N 0.96 -1.15 0.00 -0.4976
N -1.36 -1.28 0.22 -0.2272
C -2.58 -0.78 -0.16 0.2770
O -3.43 -1.54 -0.41 -0.5480
N -2.79 0.60 0.14 -0.1482
C -1.74 1.49 0.22 -0.4075
H 2.74 -2.42 -0.19 0.2901
H 3.21 -1.33 1.37 0.2044
H 4.18 -0.74 -0.36 0.3114
H 1.00 2.75 -0.19 0.3496
H -1.23 -2.33 -0.07 0.3302
H -3.56 0.93 -0.40 0.3048
H -1.77 2.31 -0.75 0.1815
H -1.61 2.24 1.24 0.2249
```

Values from the calculation:
energy above the lowest of the compared OMol25 structures with the same formula, charge and spin = 222.2 kJ/mol
calculated total energy = -15394.57171 eV
HOMO = -0.3416 Eh

---

# 7
C15H31N3O3S as an isolated structure at a distorted geometry. Source: OMol25; level of theory: the ωB97M-V functional and the def2-TZVPD basis.

Geometry as XYZ:
```
53
Properties=species:S:1:pos:R:3:mulliken_charge:R:1
C -4.97 -1.79 -0.05 -1.5422
H -5.82 -1.32 -0.35 0.4149
H -5.04 -2.77 -0.06 0.4934
H -4.58 -1.45 0.79 0.5298
C -4.00 -1.70 -1.40 -0.6954
C -2.70 -2.16 -0.88 -1.7185
H -2.06 -2.17 -1.61 0.5623
H -2.71 -3.07 -0.66 1.0844
S -1.85 -1.08 0.26 1.0415
O -2.49 -1.19 1.58 -0.7607
O -0.49 -1.37 0.38 -0.6424
N -1.88 0.55 -0.26 0.4688
C -0.95 0.65 -1.40 -2.3591
H -1.59 1.07 -2.13 0.6136
C -0.22 2.12 -1.15 -1.2689
C 0.86 2.04 0.13 0.1575
O 1.65 2.90 0.25 -0.6965
N 1.07 0.86 0.74 0.1995
H 0.69 0.19 0.37 0.2280
C 2.21 0.77 1.65 -1.4024
H 2.36 1.64 2.00 0.7078
H 1.88 0.01 2.38 0.4160
C 3.51 0.52 0.79 -0.9341
N 3.25 -0.61 -0.05 0.3142
C 4.36 -0.59 -1.47 -0.7442
H 4.96 0.22 -1.30 0.7187
C 3.77 -1.27 -2.60 -1.0763
H 4.58 -0.95 -3.38 0.2767
H 2.96 -0.35 -2.76 0.1063
H 3.29 -2.08 -2.51 0.4800
H 5.12 -1.41 -1.02 0.2061
C 2.91 -1.97 0.22 -0.2462
C 3.90 -2.45 1.46 -1.1348
H 3.54 -3.63 1.68 0.3026
H 3.79 -1.95 2.35 0.3340
H 4.94 -2.32 1.14 0.3020
H 2.93 -2.66 -0.65 0.3701
H 1.92 -1.85 1.01 -0.0439
H 3.74 1.35 0.18 0.6435
H 4.22 0.35 1.53 0.3336
H 0.33 2.39 -1.79 1.6002
C -1.34 3.29 -0.31 -0.7641
C -2.08 2.69 0.69 -1.1288
C -2.77 1.30 0.34 -0.8374
H -3.58 1.71 -0.54 0.2666
H -3.06 0.95 1.17 0.6088
H -2.62 3.37 1.02 0.9113
H -1.16 2.39 1.52 0.1718
H -1.87 3.55 -1.47 0.2612
H -0.77 4.19 -0.25 0.4909
H -0.26 0.06 -1.55 1.4120
H -4.36 -1.94 -2.23 0.9521
H -3.75 -0.39 -1.52 0.0159
```

Values from the calculation:
energy above the lowest of the compared OMol25 structures with the same formula, charge and spin = 1800.3 kJ/mol
calculated total energy = -37487.94790 eV
HOMO = -0.2697 Eh